Version 1
{
  "formula": "C2H9NO",
  "method": "ωB97M-V/def2-TZVPD",
  "symbols": ["C", "C", "N", "H", "H", "H", "H", "H", "H", "H", "H", "H", "O"],
  "coordinates": [[0.46189, 0.04267, -0.47754], [-0.42149, 1.21004, -0.86016], [-0.11586, 2.27894, 0.11007], [0.05414, -0.40182, 0.45122], [1.47793, 0.34263, -0.22617], [0.45428, -0.81059, -1.15957], [-1.47884, 0.95715, -0.79121], [-0.19035, 1.35860, -1.92209], [-0.65548, 3.10456, 0.17663], [0.67422, 1.99017, 0.63518], [0.16422, -2.85813, 1.95301], [-0.38749, -3.53467, 0.61730], [-0.03718, -3.67953, 1.49335]],
  "lumo_ev": 0.84,
  "mol_weight_g_mol": 63.100,
  "smiles": "CCN.O",
  "spin_multiplicity": 1
}

Version 2
{
  "formula": "C2H9NO",
  "method": "ωB97M-V/def2-TZVPD",
  "symbols": ["N", "C", "C", "H", "H", "H", "H", "H", "H", "H", "O", "H", "H"],
  "coordinates": [[-1.06236, -0.61624, -0.68207], [0.00000, 0.00000, 0.00000], [-1.18169, -0.42260, -2.11707], [-1.88822, -0.34961, -0.13102], [-0.27338, 1.04453, 0.22546], [0.92151, 0.00051, -0.60616], [0.20373, -0.52312, 0.94944], [-0.90727, 0.57789, -2.49167], [-2.26697, -0.56407, -2.25406], [-0.64969, -1.18068, -2.71615], [-1.81794, 3.79109, -0.84512], [-1.21924, 4.41247, -1.31807], [-1.44349, 3.72847, 0.06269]],
  "lumo_ev": 0.79,
  "mol_weight_g_mol": 63.100,
  "smiles": "CNC.O",
  "spin_multiplicity": 1
}

Version 3
{
  "formula": "C2H9NO",
  "method": "ωB97M-V/def2-TZVPD",
  "symbols": ["C", "H", "H", "H", "H", "N", "C", "O", "H", "H", "H", "H", "H"],
  "coordinates": [[-0.54889, 1.47571, -2.86734], [-0.44888, 0.49568, -3.34848], [0.14896, 1.61029, -2.05360], [-1.58048, 1.58618, -2.52837], [-0.38125, 2.17134, -3.68568], [1.13285, 0.17285, 1.27362], [-0.02194, -0.42773, 0.58885], [-0.55012, -1.48336, 1.34905], [1.52210, 0.90104, 0.69687], [0.94387, 0.45314, 2.22247], [-0.74356, 0.34993, 0.40399], [0.34434, -0.76655, -0.38925], [0.08268, -1.62923, 2.06216]],
  "lumo_ev": 0.91,
  "mol_weight_g_mol": 63.100,
  "smiles": "NCO.C",
  "spin_multiplicity": 1
}

Version 4
{
  "formula": "C2H9NO",
  "method": "ωB97M-V/def2-TZVPD",
  "symbols": ["C", "H", "H", "H", "H", "N", "C", "O", "H", "H", "H", "H", "H"],
  "coordinates": [[1.96873, 0.86887, 1.45413], [1.39108, 1.43127, 0.72349], [1.77248, -0.18964, 1.30992], [1.65745, 1.15388, 2.45346], [3.01849, 1.07493, 1.27830], [-1.44496, -0.76567, 0.16749], [-1.57946, -0.52537, -1.23376], [-0.45862, 0.11509, -1.84766], [-0.65376, -1.34391, 0.41225], [-1.49444, 0.06014, 0.74079], [-1.77022, -1.47548, -1.73100], [-2.43371, 0.13642, -1.37446], [0.02693, -0.54053, -2.35296]],
  "lumo_ev": 0.93,
  "mol_weight_g_mol": 63.100,
  "smiles": "NCO.C",
  "spin_multiplicity": 1
}

Most stable: version 4

Version 1
{
  "formula": "H5O3",
  "method": "ωB97M-V/def2-TZVPD",
  "symbols": ["O", "H", "O", "H", "H", "O", "H", "H"],
  "coordinates": [[0.78072, 0.18877, -0.33549], [1.64939, -0.19302, -0.22728], [-0.72934, -1.28481, -1.77384], [-1.55817, -0.91112, -1.45622], [-0.11467, -0.63198, -1.28341], [0.12069, 1.28796, 1.86709], [-0.53587, 0.69368, 2.28071], [0.38724, 0.85052, 0.92843]],
  "lumo_ev": 4.96,
  "total_charge": -1,
  "mol_weight_g_mol": 53.037,
  "spin_multiplicity": 1
}

Version 2
{
  "formula": "H5O3",
  "method": "ωB97M-V/def2-TZVPD",
  "symbols": ["O", "H", "O", "H", "H", "O", "H", "H"],
  "coordinates": [[0.93974, -1.83166, -0.52151], [-0.03419, -1.89921, -0.54012], [-1.27791, 1.46895, -0.33263], [-0.48514, 1.05593, 0.30087], [-0.91239, 1.49526, -1.20294], [0.64596, 0.32640, 0.69277], [0.86757, -0.91586, 0.02901], [0.25637, 0.30019, 1.57456]],
  "lumo_ev": 5.16,
  "total_charge": -1,
  "mol_weight_g_mol": 53.037,
  "spin_multiplicity": 1
}

Version 3
{
  "formula": "H5O3",
  "method": "ωB97M-V/def2-TZVPD",
  "symbols": ["O", "H", "O", "H", "H", "O", "H", "H"],
  "coordinates": [[0.29871, 1.08622, 0.52326], [-0.62390, 1.25109, 0.76523], [0.20023, 0.42056, -2.10902], [-0.75268, 0.56861, -2.09790], [0.34363, 0.48195, -1.10716], [0.07624, -1.57903, 1.08947], [0.32439, -1.63292, 2.01679], [0.13338, -0.59648, 0.91933]],
  "lumo_ev": 4.82,
  "total_charge": -1,
  "mol_weight_g_mol": 53.037,
  "spin_multiplicity": 1
}

Most stable: version 1

Version 1
{
  "formula": "C3H14N2O",
  "method": "ωB97M-V/def2-TZVPD",
  "symbols": ["C", "C", "C", "N", "N", "H", "H", "H", "H", "H", "H", "H", "H", "H", "H", "H", "H", "H", "H", "O"],
  "coordinates": [[0.82210, 0.81293, -0.76530], [-0.53797, 0.29083, -0.40947], [-1.03911, -0.74753, -1.46249], [-2.32412, -1.45385, -0.93787], [1.84069, 0.61354, 0.40294], [0.54932, 1.90303, -0.68027], [1.22811, 0.72888, -1.79626], [-1.41069, 0.96971, -0.48547], [-0.54415, -0.09082, 0.61715], [-1.25459, -0.18671, -2.38712], [-0.37687, -1.54700, -1.84018], [-2.88048, -1.76957, -1.73670], [-2.06429, -2.33591, -0.41128], [-2.83714, -0.73253, -0.40369], [2.66955, 1.15158, 0.15385], [2.08341, -0.37476, 0.39847], [1.52802, 0.83324, 1.40611], [2.22983, 0.98194, 3.51863], [0.93924, 0.17192, 3.71199], [1.37913, 0.78108, 3.10694]],
  "lumo_ev": -6.87,
  "total_charge": 2,
  "mol_weight_g_mol": 94.158,
  "spin_multiplicity": 1
}

Version 2
{
  "formula": "C3H14N2O",
  "method": "ωB97M-V/def2-TZVPD",
  "symbols": ["C", "C", "C", "N", "N", "H", "H", "H", "H", "H", "H", "H", "H", "H", "H", "H", "H", "H", "H", "O"],
  "coordinates": [[-1.26764, -1.64892, -0.31560], [-1.29928, -0.03176, -0.25295], [-0.15560, 0.31970, 0.62160], [-0.50232, 2.37084, 1.30510], [0.02541, -2.17741, 0.32213], [-1.17447, -1.91957, -1.36527], [-2.13082, -2.13557, 0.21555], [-2.36051, 0.16388, 0.03105], [-1.08723, 0.53710, -1.14570], [0.34827, 0.15542, 1.58571], [0.60146, 0.78121, 0.01890], [0.52530, 2.51910, 1.56996], [-0.94717, 3.03902, 0.69493], [-1.16978, 2.31554, 2.05853], [-0.09449, -2.28212, 1.33491], [0.89448, -1.87955, -0.11221], [-0.01816, -3.16511, 0.10716], [3.04746, 0.43000, -2.65324], [3.48285, 1.74123, -2.19360], [3.28223, 0.86698, -1.82698]],
  "lumo_ev": -9.56,
  "total_charge": 2,
  "mol_weight_g_mol": 94.158,
  "spin_multiplicity": 1
}

Version 3
{
  "formula": "C3H14N2O",
  "method": "ωB97M-V/def2-TZVPD",
  "symbols": ["C", "C", "C", "N", "N", "H", "H", "H", "H", "H", "H", "H", "H", "H", "H", "H", "H", "H", "H", "O"],
  "coordinates": [[-0.71739, 1.41441, -0.73016], [0.79320, 0.97811, -0.67753], [0.78112, -0.39456, -0.13206], [2.34290, -1.32960, -0.58559], [-1.44047, 1.12037, 0.56846], [-1.34211, 0.95472, -1.49693], [-0.65627, 2.49679, -0.77190], [1.25827, 1.70597, -0.01609], [1.26788, 1.02850, -1.66324], [1.04101, -0.61731, 0.89725], [0.19093, -1.14757, -0.63692], [2.24010, -2.33206, -0.39939], [2.55610, -1.39239, -1.58689], [3.18112, -1.02219, -0.09130], [-2.24179, 1.74616, 0.68226], [-0.83218, 1.41716, 1.33976], [-1.70369, 0.08184, 0.81029], [-2.52020, -1.51912, 2.24950], [-2.05020, -1.97744, 0.83018], [-2.14834, -1.21178, 1.41031]],
  "lumo_ev": -7.81,
  "total_charge": 2,
  "mol_weight_g_mol": 94.158,
  "spin_multiplicity": 1
}

Most stable: version 1

Version 1
{
  "formula": "C4H8S2",
  "method": "ωB97M-V/def2-TZVPD",
  "symbols": ["C", "C", "C", "C", "S", "S", "H", "H", "H", "H", "H", "H", "H", "H"],
  "coordinates": [[0.93493, 0.09301, -0.25252], [-0.14065, -2.20492, 0.36764], [-1.24003, 1.10165, 0.22705], [0.03515, 1.17230, -0.69162], [2.47321, -0.47939, -0.99095], [2.23424, 0.51475, 0.84808], [0.76319, -2.75332, 0.62182], [-0.51217, -2.19646, -0.55418], [-0.60522, -1.90254, 1.25058], [-0.93701, 1.52453, 1.21739], [-1.50835, 0.14236, 0.39568], [-1.95290, 1.78183, -0.01723], [0.54014, 2.15833, -0.66538], [-0.08453, 1.04788, -1.75634]],
  "lumo_ev": [-0.54, -0.50],
  "mol_weight_g_mol": 120.242,
  "spin_multiplicity": 1
}

Version 2
{
  "formula": "C4H8S2",
  "method": "ωB97M-V/def2-TZVPD",
  "symbols": ["C", "C", "C", "C", "H", "H", "H", "H", "H", "H", "H", "H", "S", "S"],
  "coordinates": [[2.86549, 1.01912, -0.06853], [0.45146, -0.28313, 0.13258], [-0.64163, -0.77303, -0.44125], [-1.98306, -0.75469, 0.22511], [3.88128, 0.98543, -0.37851], [2.43157, 1.65484, -0.82812], [2.65904, 1.36673, 0.90931], [0.50442, 0.21611, 1.08719], [-0.61434, -1.10870, -1.47842], [-1.85070, -0.52154, 1.32267], [-2.43237, -1.76715, 0.16713], [-4.23050, 0.01418, 0.17243], [2.08703, -0.57181, -0.40319], [-3.12768, 0.52364, -0.41840]],
  "lumo_ev": 0.80,
  "mol_weight_g_mol": 120.242,
  "smiles": "CS/C=C/CS",
  "spin_multiplicity": 1
}

Most stable: version 2